1.
ORCA calculation (ωB97M-V with the def2-TZVPD basis set) on C46H64GeN2OS3Sb2Ti as an isolated structure.

Kohn-Sham gap (spin up / spin down): 6.449 / 6.722 eV
Energy above the lowest of the compared OMol25 structures with the same formula, charge and spin: 42.3 kJ/mol
Max |F|: 0.03168 hartree/bohr
E_LUMO (spin up / spin down): -1.0 / -0.3 eV
Calculated total energy: -6577.35446 Eh

```
120
C46H64GeN2OS3Sb2Ti ωB97M-V with the def2-TZVPD basis set
C -1.18470 5.83786 4.08125
H 3.52568 1.87224 -3.54851
H 4.04409 -0.48115 5.05380
C 2.92211 2.29831 -2.74789
H -1.94673 -3.69053 3.34389
H 3.86219 -1.21854 -0.79902
H 2.70377 -0.45370 -3.97502
C 5.20340 0.41113 0.98458
H -3.97106 2.31268 -8.00423
C 1.86390 -0.62192 -3.30000
C 0.76000 -5.21811 2.03627
H -2.91232 0.51040 -3.79046
H 3.64709 2.39863 1.90973
H 0.47198 4.64373 1.37894
C -3.06776 7.77188 4.57339
C 6.86189 2.19558 0.97359
H 2.94582 0.87919 5.34129
H -2.28372 4.33397 -2.97633
H -3.64115 1.88269 -0.93022
H -3.54477 3.72036 -7.03009
O -3.78449 7.08114 3.90748
C 6.69738 2.34775 -0.39621
C 0.36973 -3.09880 0.93688
C -1.73730 3.53541 3.69440
H 1.97554 -4.42493 0.45764
C -0.50169 5.49986 -2.80792
H -3.23448 0.79701 -6.14871
C -3.78444 1.32167 -0.01165
H -7.08877 -0.89950 -2.81722
N -1.54505 -1.68394 1.59856
C -0.89885 3.51058 2.57704
H -2.52423 4.70268 5.31068
H -5.96707 0.08200 -0.87577
C -0.33411 5.82077 2.98154
Sb 2.10876 0.67626 -1.60149
H -2.17623 5.22978 -1.48693
H -3.36554 -2.74832 1.91483
H -2.82569 -2.63664 0.23595
H -3.68947 1.87796 -3.03775
C -0.34536 -5.00721 2.85127
C -1.08971 -3.85031 2.70218
C -0.74054 -2.89920 1.74889
C -3.78548 -0.86857 0.97607
C -3.45576 1.84846 -5.94004
C 4.49272 -0.62377 1.79025
C -1.58999 4.62532 -2.18499
H 0.96083 5.44367 -4.42448
C -3.30832 2.67019 -7.21507
H 2.29117 2.66284 3.03479
S -1.37950 7.33530 5.00485
N -3.36870 -0.08842 -0.21643
C -3.46478 9.11718 5.12553
Ge -1.20622 1.57239 -2.26776
H -4.50717 9.08533 5.43475
H 4.44016 -0.34368 -2.22218
C -0.80508 2.33784 1.76227
C -3.27423 -1.37787 -2.32687
H -2.28399 2.62385 -7.59111
C -2.53698 2.33257 -4.81974
C 5.79623 1.53586 -1.06116
H -3.36464 9.85012 4.32314
C -3.93358 -1.95884 -3.41548
H -1.95799 0.02807 2.79282
H -1.52195 3.32270 -0.46138
H 4.24790 -1.52212 1.22612
C -2.91331 -2.08205 1.17302
C -5.38660 -0.48689 -1.59032
C -2.76340 1.55451 -3.51928
H -4.49309 1.88300 -5.59181
H 1.96134 2.24732 1.34151
S 0.90087 -1.90223 -0.22682
H -5.78063 -2.24238 -4.45132
C -6.02520 -1.04408 -2.68281
Sb 2.63232 0.01513 2.76828
H -3.34776 -2.52637 -4.12731
C -4.01619 -0.65181 -1.40274
H -4.83489 1.38779 0.28386
C 4.05803 -0.22909 -1.20717
H -0.62659 4.79848 -4.85392
H 4.46326 1.14247 4.45778
H -2.27447 2.63865 3.97595
H 5.67980 1.63936 -2.13454
H -2.70676 3.40174 -4.67403
C 5.02090 0.58014 -0.39784
Ti -0.89433 -0.28567 -0.23149
C 6.12973 1.22863 1.63865
C -1.87676 4.68920 4.44432
H 3.54492 2.92579 -2.11144
C -0.77880 1.36819 1.02428
H -2.82840 9.42245 5.95428
H 1.34816 -6.12059 2.13997
H -2.22967 -1.53040 3.61662
H 0.02460 3.50425 -1.23016
H -1.49660 2.22862 -5.14578
C -0.18645 4.66376 2.23696
H 2.12380 2.90083 -3.17437
H 6.28210 1.08349 2.70297
S -1.54089 -1.58987 -2.17032
H -3.73036 -0.20847 1.84012
H -4.82755 -1.18478 0.87476
H -0.07581 1.55804 -3.34057
C -1.04718 3.39213 -1.43641
C 0.11212 4.86729 -4.05256
H 0.92941 -0.41742 -3.81782
H 7.27550 3.08074 -0.94368
H -3.16718 1.76303 0.76619
C 3.64626 0.44091 4.63019
H 1.86610 -1.65612 -2.96118
H 0.20737 6.71728 2.70980
C 1.11168 -4.27309 1.09212
H 0.27807 5.68140 -2.06112
H -0.91846 6.47700 -3.06763
H 5.11901 -0.91147 2.63564
C -1.59561 -0.98730 2.90924
C -5.29195 -1.79384 -3.59625
H -0.58248 -0.92679 3.29955
H 7.56926 2.80983 1.51562
H 0.45639 3.85291 -3.84470
C 2.63904 2.08282 2.17910
H -0.62658 -5.73724 3.59822
```

***

2.
ORCA calculation (ωB97M-V with the def2-TZVPD basis set) on C46H65N8O4SSiSn as an isolated structure.

Kohn-Sham gap: 7.200 eV
Energy above the lowest of the compared OMol25 structures with the same formula, charge and spin: 247.4 kJ/mol
Max |F|: 0.03659 hartree/bohr
E_LUMO: -6.9 eV
Calculated total energy: -3431.99310 Eh
Net charge: +3

```
126
C46H65N8O4SSiSn ωB97M-V with the def2-TZVPD basis set
N -1.00759 0.03076 -3.73240
C -5.27111 3.88880 0.52227
N 1.21474 -4.72935 1.47547
H -2.29706 1.33842 -6.37086
H 0.45208 2.11609 2.78232
H -4.95692 4.47944 1.38290
H 6.04833 1.61176 4.16560
H 4.39928 -1.46044 -4.33923
H -3.59010 0.40308 -5.61362
H -0.91195 -1.99365 -3.21961
C -1.99202 0.99929 -4.20937
H -1.11980 3.24803 4.22909
Si 3.13346 -1.01420 -2.26919
H 3.12441 -0.29991 -4.67488
H 1.42577 -5.71781 1.47790
H -2.80504 1.04497 -3.48692
C -0.37350 -4.86285 -0.84619
C -4.64764 3.15624 -2.57444
H 4.79286 0.82179 -2.12216
H 3.66706 -4.14781 6.92719
H 2.76412 -5.39300 6.06796
C -2.93185 1.20877 -0.19732
H -5.06898 2.66321 3.21069
C -5.26781 1.76028 2.63048
C 2.07633 0.48791 1.99076
H 3.05839 -5.53664 4.00589
H -1.44891 3.51856 -1.52702
C 3.42320 -2.19377 4.94967
H -1.05985 1.31119 2.31813
H 0.59272 0.95166 -4.69718
Sn 0.30247 0.60463 -0.99404
H 3.90379 -5.04779 1.84958
H 2.75332 -2.02524 -4.55645
H 3.18621 1.45695 -2.41637
C -0.34413 -0.45912 -6.06941
H 5.13342 -3.00087 2.64256
H 2.88469 -2.06082 7.04219
N -1.82661 -0.67975 -6.00100
C -0.68386 4.60436 2.55501
C 3.74218 0.70259 -1.84931
C 0.93219 -2.39595 -1.37687
C -0.60881 -3.75225 -0.04358
H 6.30239 3.67099 2.86125
C 3.44929 -4.20386 2.36924
H -1.29378 5.49283 2.70590
H -3.32971 5.01151 -5.08035
C 2.87773 -4.32022 6.19668
C 3.35459 -1.21782 -4.13003
H 0.30338 4.78974 2.98080
O -2.06123 0.71247 -0.97250
H -3.16631 -0.09472 1.58313
O -0.44505 2.79149 1.02941
N 4.26558 -2.98101 2.09894
H 3.62620 0.94769 -0.79146
C -2.51856 0.59464 -5.60749
H -1.63436 -2.67028 -5.34778
H 4.62335 0.02407 4.93821
H 4.44573 -3.15348 -2.19293
H 3.74081 -0.96349 1.79235
H -1.53187 1.98560 -4.24492
C 3.64298 -1.37325 3.88270
H 5.29746 -1.86147 -1.37530
H -6.33462 3.67214 0.60508
H 0.28626 4.68377 0.58602
O 1.71968 -0.29150 2.89306
H 4.65041 4.24167 1.09738
H 3.89544 -2.69815 -0.59135
C 3.46773 2.49127 1.46447
H 0.27316 -4.45778 1.20505
C -4.57287 3.85279 -3.77191
H -0.87341 -5.80175 -0.64983
N 4.17826 -0.12851 4.04688
H -2.46109 -1.21186 -2.92060
C -2.31633 3.62693 -2.15924
O 1.52380 0.53449 0.84648
C 3.18300 -3.64110 4.88230
H -5.45165 3.93987 -4.39672
H -2.16018 -0.96571 -6.92025
C -3.45874 0.78756 1.04159
C -4.41679 1.70520 1.41177
H 3.13863 -0.52047 6.26472
C 0.51198 -4.73900 -1.91277
C 3.28508 1.33346 2.22385
S 1.70509 -2.18811 2.04709
C 1.15168 -3.53665 -2.17474
C -3.52054 3.06078 -1.76665
H 4.48660 -2.94421 1.09763
C 4.22755 1.00874 3.20573
H -5.07332 0.89571 3.25879
C 4.30574 -2.30306 -1.52227
H -0.15672 0.29913 -6.82740
H 1.83333 -3.47132 -3.01564
C -0.57355 4.22902 1.08207
H 0.11369 -1.39160 -6.39543
N -4.51510 2.64814 0.45819
H -1.29627 -3.82330 0.79093
C 3.50260 -1.54654 6.31492
C 3.44350 -1.77251 2.45814
C 5.31173 1.86498 3.41183
H 0.70115 -5.59114 -2.55434
C 0.11924 -0.03013 -4.65704
H 0.84256 -0.73584 -4.25867
H 1.94746 -3.93090 6.61382
C 0.03600 -2.54929 -0.29840
C -1.63463 -1.28754 -3.62642
C -3.37738 4.44541 -4.15963
H 4.52190 -1.53403 6.71517
C -2.13639 -1.76504 -5.01053
H -3.21088 -1.93690 -5.03473
H 2.73033 2.70839 0.70161
H -1.32139 4.79474 -3.65258
H -2.35806 3.28033 2.95712
C 5.45832 3.02166 2.67206
H -1.47856 4.51701 0.54300
H -5.57664 2.69402 -2.26311
C 2.08460 -3.83584 1.85466
H -6.32624 1.76562 2.36688
C -2.25068 4.32491 -3.35680
N -3.59443 2.35954 -0.52839
C -0.54787 2.27222 2.36805
C -1.28427 3.33571 3.15685
C 3.24995 -4.48698 3.82521
H -5.09860 4.46711 -0.37879
C 4.53414 3.33963 1.68186
N 1.54265 -1.17081 -1.60655
H -0.11807 -1.71291 0.38192
```